Formula: C10H17N3O6
Source: the Open Molecules 2025 dataset
Level of theory: wB97M-V/def2-TZVPD

The calculation puts the orbital gap at 10.290 eV. Its relative energy (zero: lowest compared OMol25 entry of this formula, charge and spin) is 180.53 kJ/mol. The calculation puts the molar mass at 275.26 g mol⁻¹. The HOMO energy comes out at -9.9 eV. Its LUMO energy is 0.405 eV. As for the SMILES: NC(=O)CC[C@H](N)C(=O)N[C@@H](CCC(=O)O)C(=O)O.

ORCA input file:
```
! RIJCOSX wB97M-V def2-TZVPD def2/J DEFGRID3
* xyz 0 1
C -1.30735 -1.39808 0.98416
C -0.62318 -0.18473 0.50388
C -2.29147 -1.93101 -0.07126
C -1.57615 -2.36000 -1.37362
C -0.48698 -3.33611 -0.93230
C 1.41088 1.10135 -0.17124
C 2.74946 0.61434 -0.65328
C 1.61867 2.32675 0.85763
C 0.37556 3.12494 1.16167
C -0.25429 3.81295 -0.12336
H -2.11276 -0.08766 1.99044
H -1.69590 -1.35127 2.97214
H -0.50652 -2.21024 1.07258
H -3.03831 -1.07226 -0.10566
H -2.87653 -2.81389 0.28363
H -1.02487 -1.52605 -1.83144
H -2.30161 -2.91887 -1.97683
H 1.30052 -4.06928 -1.49456
H 0.55519 -2.88828 -2.53619
H 1.23491 -0.94666 0.36623
H 0.84452 1.57715 -1.04548
H 2.23861 2.04345 1.81414
H 2.42674 2.98030 0.52022
H 0.53485 3.82075 1.92640
H -0.41020 2.46904 1.43258
H -1.76235 2.70553 0.19410
H 4.15967 1.20209 -1.66555
N -2.13931 -1.09932 2.11468
N 0.79724 -3.20389 -1.55161
N 0.70619 -0.10599 0.25439
O -1.23917 0.89338 0.46729
O -0.69105 -4.15645 -0.04728
O 3.20357 -0.46508 -0.47992
O 0.35046 4.63184 -0.78793
O -1.42829 3.32055 -0.52540
O 3.25923 1.50072 -1.54330
*
```